Entry P
Computed, not measured: the ion C5H6NS with charge +1, with the ωB97M-V functional and the def2-TZVPD basis.

```
13
Properties=species:S:1:pos:R:3
C -2.20112 -0.19147 -0.09144
C -1.75927 1.11802 -0.00910
C -0.12574 -1.20293 0.11907
C 0.59576 -0.02719 0.15629
C 2.37047 0.14253 -0.02015
N -1.43673 -1.26214 0.00413
S -0.12391 1.50473 0.14281
H -3.25773 -0.38695 -0.24429
H -2.43898 1.95799 -0.06474
H 0.38237 -2.15994 0.16528
H 2.68470 0.87963 0.70468
H 2.51722 0.45963 -1.03912
H 2.79297 -0.83191 0.17658
```

Values from the calculation:
Kohn-Sham gap = 8.92 eV
Charge = +1
Lowest unoccupied orbital energy = -6.35 eV
E_HOMO = -15.276 eV


Entry Q
Computed, not measured: the ion C5H6NS with charge +1, with the ωB97M-V functional and the def2-TZVPD basis.

```
13
Properties=species:S:1:pos:R:3
C 1.16678 1.01226 -0.98992
C 1.33258 -0.14541 -1.63163
C 0.02879 2.15670 0.69441
C -0.35490 -0.89253 0.09497
C -1.46738 -1.25503 0.95124
N 0.33454 1.18699 0.05797
S 0.43017 -1.60375 -1.06114
H 1.77693 1.84986 -1.29872
H 2.00041 -0.62066 -2.31408
H -0.37390 2.46325 1.67421
H -1.81727 -2.21806 0.72947
H -2.20691 -0.51596 1.26654
H -0.84985 -1.41767 1.82669
```

Values from the calculation:
Kohn-Sham gap (spin up / spin down) = 7.28 / 7.19 eV
Charge = +1
Lowest unoccupied orbital energy (spin up / spin down) = -5.41 / -5.41 eV
E_HOMO (spin up / spin down) = -12.691 / -12.602 eV


The winner here is entry P, beating the second structure by 99.6 kcal/mol.